Entry 1:
ORCA calculation (wB97M-V/def2-TZVPD) on an isolated ion of composition C3H8NO2 and charge +1 in a non-equilibrium geometry.

Its net charge is +1. The value obtained for the total energy is -8816.4695 eV. The value obtained for the frontier orbital gap is 10.1 eV. For the largest force on an atom, the calculation gives 4.1 eV/A.

Last column: natural (NBO) charge in e.
CARTESIAN COORDINATES (ANGSTROEM)
1 C 0.87 -0.24 0.03  -0.2619
2 C -0.51 -0.76 -0.36  0.0145
3 C -1.39 0.29 0.48  0.5129
4 N 0.71 1.17 0.45  -0.7870
5 O -0.71 -2.05 0.17  -0.6465
6 O -2.26 1.08 -0.01  -0.5451
7 H 1.27 -0.77 0.86  0.2102
8 H 1.67 -0.38 -0.71  0.2351
9 H -0.75 -0.68 -1.40  0.2082
10 H -1.28 -0.04 1.56  0.2313
11 H 1.47 1.50 1.06  0.4171
12 H 0.66 1.81 -0.35  0.3903
13 H -0.12 -2.04 1.08  0.4812
14 H -2.46 0.96 -0.97  0.5397



Entry 2:
ORCA calculation (wB97M-V/def2-TZVPD) on a 2-piece molecular cluster, C13H21FNS overall in a non-equilibrium geometry.

Its net charge is -1. The value obtained for the total energy is -28859.9374 eV. The value obtained for the frontier orbital gap is 4.5 eV. For the largest force on an atom, the calculation gives 2.7 eV/A.

Last column: natural (NBO) charge in e.
CARTESIAN COORDINATES (ANGSTROEM)
1 C 5.25 0.49 -1.03  -0.6390
2 C 3.97 0.47 -2.05  -0.4064
3 C 3.03 -0.90 -1.93  -0.4207
4 C 1.51 -0.44 -2.34  -0.4174
5 C 0.34 -0.98 -1.29  -0.4158
6 C -0.92 0.10 -1.47  -0.4313
7 C -2.40 -0.60 -1.31  -0.2566
8 N -3.22 -0.24 -2.54  -0.9201
9 S -3.80 1.42 -2.37  -0.0504
10 H 5.27 1.58 -0.54  0.2091
11 H 5.22 -0.37 -0.23  0.2126
12 H 6.23 0.40 -1.67  0.2007
13 H 4.33 0.54 -3.18  0.1990
14 H 3.35 1.46 -1.86  0.2047
15 H 3.41 -1.63 -2.78  0.2013
16 H 3.08 -1.40 -0.87  0.2056
17 H 1.22 -0.85 -3.41  0.2092
18 H 1.36 0.74 -2.39  0.2094
19 H 0.67 -0.92 -0.17  0.1729
20 H 0.01 -2.09 -1.50  0.1970
21 H -0.70 0.97 -0.70  0.1811
22 H -0.84 0.47 -2.60  0.2227
23 H -2.90 -0.14 -0.33  0.1401
24 H -2.34 -1.78 -1.26  0.1669
25 H -3.87 1.77 -1.01  0.0313
26 F -1.29 2.67 3.52  -0.3255
27 C -1.78 1.43 3.46  0.3975
28 C -1.21 0.51 2.58  -0.2786
29 C -1.71 -0.79 2.53  -0.1781
30 C -2.79 -1.16 3.34  -0.2303
31 C -3.35 -0.23 4.22  -0.1989
32 C -2.85 1.07 4.28  -0.2957
33 H -0.38 0.82 1.95  0.2338
34 H -1.27 -1.52 1.85  0.2291
35 H -3.18 -2.17 3.29  0.2123
36 H -4.19 -0.52 4.85  0.2097
37 H -3.27 1.80 4.96  0.2189



Entry 3:
ORCA calculation (wB97M-V/def2-TZVPD) on an isolated ion of composition C4H8NO2S and charge -1.

Its net charge is -1. Its SMILES is O=C([O-])NCCCS. The value obtained for the total energy is -20700.0342 eV. The value obtained for the frontier orbital gap is 7.2 eV. For the largest force on an atom, the calculation gives 0.9 eV/A.

Last column: natural (NBO) charge in e.
CARTESIAN COORDINATES (ANGSTROEM)
1 C -0.94 -0.80 0.01  -0.2059
2 N 0.02 -1.16 1.04  -0.6998
3 C 1.33 -1.63 0.65  0.8545
4 O 1.36 -2.30 -0.41  -0.8112
5 O 2.24 -1.39 1.47  -0.7970
6 C -0.42 0.11 -1.12  -0.4358
7 C -0.06 1.51 -0.66  -0.5094
8 S -1.46 2.58 -0.25  -0.0904
9 H -1.77 -0.30 0.51  0.1694
10 H -1.28 -1.70 -0.48  0.1943
11 H 0.12 -0.41 1.72  0.3539
12 H -1.23 0.16 -1.83  0.1790
13 H 0.40 -0.41 -1.59  0.2552
14 H 0.56 2.02 -1.38  0.2054
15 H 0.54 1.46 0.23  0.2246
16 H -2.48 1.89 -0.78  0.1133



Entry 4:
ORCA calculation (wB97M-V/def2-TZVPD) on C47H52ClIIrN3O2PS as an isolated structure.

Its net charge is +2. As for the spin multiplicity: 6. The value obtained for the total energy is -101717.2240 eV. The value obtained for the frontier orbital gap (alpha / beta) is 5.3 / 5.1 eV. As for the expectation value of S²: 8.830. For the largest force on an atom, the calculation gives 0.7 eV/A.

Last column: Mulliken charge in e.
CARTESIAN COORDINATES (ANGSTROEM)
1 Ir -0.83 -0.11 0.00  3.3844
2 C -2.59 2.87 -3.61  -1.2278
3 C -2.33 3.51 -2.29  0.7706
4 N -2.29 4.82 -2.22  -0.5504
5 C -2.03 5.40 -1.04  -1.0629
6 C -1.80 4.70 0.18  0.6359
7 C -1.53 5.50 1.44  -0.9733
8 O -0.40 4.93 2.08  -0.3719
9 C -1.84 3.34 0.18  0.3259
10 C -1.76 2.62 1.47  -0.9554
11 N -1.47 1.40 1.70  0.5305
12 C -1.50 1.00 3.09  -0.1428
13 C -1.39 1.93 4.13  -0.3736
14 C -1.47 1.55 5.45  -1.0360
15 C -1.65 0.21 5.79  -0.6861
16 C -1.68 -0.74 4.78  -0.7210
17 C -1.58 -0.34 3.46  0.6219
18 I -1.50 -1.88 2.05  0.1680
19 C -2.07 2.67 -1.09  0.3283
20 O -2.09 1.44 -1.18  -0.8449
21 H -3.52 3.28 -4.02  0.4758
22 H -2.66 1.79 -3.53  0.1612
23 H -1.80 3.14 -4.30  0.2871
24 H -2.00 6.48 -1.05  0.3960
25 H -2.41 5.48 2.09  0.3330
26 H -1.35 6.54 1.16  0.5438
27 H -0.05 5.56 2.73  0.3057
28 H -2.03 3.25 2.31  1.0018
29 H -1.19 2.97 3.90  0.3663
30 H -1.39 2.30 6.22  0.4312
31 H -1.73 -0.09 6.82  0.4290
32 H -1.76 -1.79 5.02  0.4442
33 N -1.81 -1.40 -1.42  -0.7219
34 S -2.36 -2.88 -1.15  0.3600
35 C -1.54 -4.02 -2.24  0.2838
36 C -1.46 -3.76 -3.60  -0.1905
37 C -0.77 -4.66 -4.41  -0.7774
38 C -0.18 -5.79 -3.85  -0.5052
39 C -0.28 -6.04 -2.49  -0.6664
40 C -0.96 -5.14 -1.67  -0.2169
41 C -4.02 -2.93 -1.80  0.6726
42 C -4.73 -1.75 -1.94  -0.5138
43 C -6.04 -1.80 -2.40  -0.7726
44 C -6.62 -3.03 -2.68  -0.5161
45 C -5.91 -4.21 -2.50  -0.7140
46 C -4.60 -4.17 -2.06  -0.6219
47 H -2.17 -0.98 -2.27  0.0559
48 H -1.94 -2.89 -4.03  0.4127
49 H -0.70 -4.48 -5.47  0.4664
50 H 0.34 -6.49 -4.48  0.4411
51 H 0.18 -6.92 -2.06  0.4666
52 H -1.05 -5.32 -0.60  0.4543
53 H -4.27 -0.79 -1.69  0.5881
54 H -6.60 -0.89 -2.52  0.4381
55 H -7.65 -3.07 -3.03  0.4067
56 H -6.37 -5.16 -2.72  0.4185
57 H -4.03 -5.09 -1.93  0.4311
58 C 1.17 -1.10 -3.48  -2.1514
59 C 1.59 0.16 -2.72  2.5930
60 C 2.98 0.61 -3.16  -1.6604
61 C 0.59 1.28 -3.06  -1.5609
62 P 1.48 -0.14 -0.86  -0.4433
63 C 2.32 1.32 -0.16  0.8443
64 C 3.67 1.38 0.16  -0.4160
65 C 4.24 2.57 0.61  -0.9950
66 C 3.46 3.71 0.75  -0.8795
67 C 2.11 3.66 0.45  -0.7600
68 C 1.55 2.47 0.01  -0.1627
69 C 2.38 -1.70 -0.35  2.6723
70 C 3.72 -1.93 -1.06  -1.8030
71 C 1.47 -2.90 -0.65  -1.8917
72 C 2.57 -1.63 1.17  -1.7756
73 H 1.08 -0.85 -4.55  0.6144
74 H 0.20 -1.47 -3.14  0.3774
75 H 1.89 -1.90 -3.39  0.2951
76 H 2.94 0.88 -4.22  0.5391
77 H 3.73 -0.17 -3.05  0.3280
78 H 3.32 1.49 -2.61  0.2699
79 H 0.57 1.39 -4.15  0.7075
80 H 0.89 2.24 -2.64  0.2610
81 H -0.42 1.04 -2.72  -0.1946
82 H 4.31 0.51 0.08  0.1549
83 H 5.29 2.59 0.85  0.5153
84 H 3.91 4.63 1.09  0.4290
85 H 1.49 4.53 0.59  0.4569
86 H 0.48 2.43 -0.20  -0.0229
87 H 3.59 -2.18 -2.11  0.3871
88 H 4.21 -2.79 -0.58  0.5545
89 H 4.41 -1.09 -0.99  0.2254
90 H 1.34 -3.09 -1.71  0.2791
91 H 0.48 -2.76 -0.21  -0.1730
92 H 1.91 -3.79 -0.20  0.7734
93 H 3.12 -0.75 1.50  0.2852
94 H 3.12 -2.52 1.49  0.7495
95 H 1.60 -1.63 1.68  -0.1400
96 Cl 5.13 -0.85 7.24  -0.1904
97 C 4.11 -0.25 5.99  0.3420
98 C 3.09 -1.05 5.48  -1.1517
99 C 2.29 -0.57 4.47  0.2191
100 C 2.47 0.72 3.93  0.6466
101 C 1.67 1.20 2.88  -0.6599
102 C 3.50 1.52 4.49  -0.5752
103 C 4.31 1.04 5.49  -0.7907
104 H 2.94 -2.04 5.89  0.4240
105 H 1.48 -1.20 4.08  0.3766
106 H 1.77 2.22 2.50  0.3558
107 H 0.95 0.54 2.39  0.1733
108 H 3.65 2.52 4.10  0.4392
109 H 5.11 1.65 5.91  0.4357



- Which formula does entry 1 have?
  C3H8NO2